1.
The following is a quantum chemistry calculation of a single C5H8N4 molecule in a non-equilibrium geometry, from OMol25.

The geometry in XYZ format:
```
17
Properties=species:S:1:pos:R:3:forces:R:3:mulliken_charge:R:1
C -0.38401 -0.67151 -0.10389 1.182 -1.725 -2.208 0.67
C -0.04149 -0.73668 1.31570 1.362 -2.223 4.281 0.04
C 0.00145 0.79735 -0.33065 0.147 -0.888 3.664 0.23
C 0.15363 1.53996 -1.51704 -1.940 0.342 0.074 -0.38
C -0.19415 1.13873 -2.71446 1.643 -0.278 -4.325 -0.68
H -0.16272 -2.73163 -0.90711 0.005 2.021 0.222 0.27
H 1.31369 -1.89042 -1.24519 -4.383 1.386 1.265 0.29
H -1.47453 -0.77280 -0.11196 -0.144 0.094 -0.362 0.23
H 0.69743 -2.43131 1.38529 -0.145 1.936 2.687 0.27
H 0.27189 0.64958 2.74808 -2.431 0.164 -2.820 0.39
H -0.08432 2.53777 -1.32862 0.922 2.115 0.323 0.32
H -0.19172 0.09087 -3.00987 -0.301 -0.002 0.348 0.31
H -0.09921 1.81594 -3.67242 -0.673 -0.952 2.303 0.24
N 0.14309 -1.72725 -1.05902 3.298 -1.374 -0.335 -0.65
N 0.54388 -1.58469 2.14489 -1.351 -0.780 -5.648 -0.76
N -0.36024 0.55300 1.79001 2.315 -2.413 5.950 -0.18
N 0.03282 1.37679 0.87325 0.494 2.576 -5.418 -0.61
```
Forces are in eV/Å.

## Properties
M   124.15 u
Structure (SMILES)   [H]/N=C1/NN=C(C=C)[C@H]1N
2S+1   1
DFT total energy   -414.191378 hartree
Relative energy (zero: lowest compared OMol25 entry of this formula, charge and spin)   369.60 kJ/mol


2.
The following is a quantum chemistry calculation of a single C5H8N4 molecule in a non-equilibrium geometry, from OMol25.

The geometry in XYZ format:
```
17
Properties=species:S:1:pos:R:3:forces:R:3:mulliken_charge:R:1
C -2.96840 -0.16584 0.33975 -0.596 -0.184 0.450 -0.67
C -0.84678 0.51752 -0.18234 1.576 -0.338 0.321 -0.11
C 1.84559 -1.40478 -0.00066 1.007 0.482 1.172 0.03
C 2.59945 0.69391 0.23454 -1.864 2.408 -0.627 -0.17
C 1.50253 1.18897 -0.40318 2.570 1.395 1.832 -0.27
H -3.22668 -0.77837 1.23292 0.357 0.233 -0.602 0.24
H -3.05727 0.88809 0.63647 -0.204 -0.050 -0.037 0.29
H -3.72097 -0.39231 -0.42802 0.157 0.100 0.196 0.23
H -1.08079 1.46275 0.29286 0.166 0.589 -0.346 0.27
H 0.01129 -1.54656 -0.88794 0.471 0.061 -0.111 0.41
H 1.91589 -2.48228 0.13382 -0.047 0.103 0.098 0.33
H 3.26327 1.44719 0.64282 0.583 -0.476 -0.288 0.34
H 1.38097 2.26727 -0.49475 -0.190 -0.301 -0.262 0.38
N -1.65117 -0.44931 -0.17046 -0.153 -0.475 -0.274 -0.37
N 0.46481 0.36497 -0.66344 -2.809 -1.540 -0.593 0.09
N 0.87772 -0.99460 -0.87062 -0.904 0.313 -0.576 -0.47
N 2.69054 -0.61661 0.58823 -0.120 -2.321 -0.353 -0.59
```
Forces are in eV/Å.

## Properties
M   124.15 u
Structure (SMILES)   C/N=C/N1C=CN=CN1
2S+1   1
DFT total energy   -414.255978 hartree
Relative energy (zero: lowest compared OMol25 entry of this formula, charge and spin)   199.99 kJ/mol


3.
The following is a quantum chemistry calculation of a single C5H8N4O molecule in a non-equilibrium geometry, from OMol25.

The geometry in XYZ format:
```
18
Properties=species:S:1:pos:R:3:forces:R:3:mulliken_charge:R:1
C 2.05251 0.00589 0.88115 -0.211 -0.384 -0.254 -0.82
C 0.81901 0.72324 0.72416 -0.791 -0.411 0.077 1.14
C -0.99575 -2.01393 0.60681 0.887 2.018 0.879 -0.44
C 2.25453 -1.26813 0.58814 1.458 -2.312 0.462 0.56
C 0.83570 2.17964 1.13798 0.150 0.075 1.807 -1.40
N -0.27500 0.23754 0.30933 -2.360 2.231 -0.325 -0.97
N -0.48829 -1.03686 -0.19826 1.738 -1.563 1.280 0.83
N -1.12107 -3.18650 0.06132 0.767 0.475 -3.109 -0.16
N -0.45578 -1.12160 -1.58261 -1.795 0.249 -1.129 -0.74
O 2.64511 -2.37181 0.45445 -1.186 2.378 -0.091 -0.38
H 2.79606 0.53313 1.42691 0.930 -0.068 0.181 0.39
H 1.73804 2.66789 0.84704 0.836 0.191 -0.383 0.35
H 0.03894 2.79702 0.83698 -1.259 0.129 -1.378 0.41
H 0.72912 2.43110 2.22729 0.531 -1.207 -0.421 0.29
H -1.47000 -3.93172 0.56354 -0.745 -1.447 1.212 0.22
H -0.86997 -3.36309 -0.92705 -0.242 0.118 0.661 0.21
H 0.32522 -0.69009 -2.02643 1.313 0.070 0.337 0.26
H -1.21217 -0.50993 -1.92968 -0.021 -0.543 0.197 0.25
```
Forces are in eV/Å.

## Properties
M   140.15 u
2S+1   1
DFT total energy   -489.428623 hartree
Relative energy (zero: lowest compared OMol25 entry of this formula, charge and spin)   525.97 kJ/mol


4.
The following is a quantum chemistry calculation of a molecular structure, C5H8N4O in a non-equilibrium geometry, from OMol25.

The geometry in XYZ format:
```
18
Properties=species:S:1:pos:R:3:forces:R:3:mulliken_charge:R:1
N -2.02096 1.24311 -1.92059 -0.212 0.177 -0.315 -0.67
C -0.56511 1.24627 -1.80395 -0.788 0.013 0.354 0.47
C -0.11765 1.66082 -0.42939 2.580 1.125 3.505 0.29
N 0.83890 2.03094 0.23905 -1.368 -0.218 0.056 -0.71
C -0.01616 -0.10006 -2.19991 0.237 -0.553 0.337 0.20
N 0.06549 -1.07925 -1.30343 -0.601 0.318 0.064 -0.63
N 0.46313 -2.15197 -1.98539 0.212 -0.093 -0.055 0.13
C 0.69248 -1.88666 -3.28762 0.116 0.274 -0.306 -0.43
C 0.37640 -0.55276 -3.47890 0.321 -0.104 -0.013 -0.55
H -2.44885 0.72223 -1.15872 0.132 0.022 -0.292 0.26
H -2.39194 2.18895 -1.89386 0.094 -0.160 0.095 0.29
H -0.16041 2.00016 -2.49140 -0.095 -0.089 0.208 0.35
H 0.54804 -3.04494 -1.51690 0.061 0.374 -0.069 0.23
H 1.13221 -2.63006 -3.94592 -0.309 0.208 0.116 0.43
H 0.49800 0.03331 -4.38474 -0.156 -0.245 0.242 0.34
O -1.20325 1.58196 1.11833 -1.336 -0.281 -2.727 -0.76
H 0.10694 1.97500 1.44773 0.835 -0.679 -2.898 0.51
H -1.81028 0.88192 0.79465 0.279 -0.089 1.700 0.26
```
Forces are in eV/Å.

## Properties
M   140.15 u
2S+1   1
DFT total energy   -489.431279 hartree
Relative energy (zero: lowest compared OMol25 entry of this formula, charge and spin)   519.00 kJ/mol


5.
The following is a quantum chemistry calculation of a gas-phase ion, C5H8N4OPS (charge +1) in a non-equilibrium geometry, from OMol25.

The geometry in XYZ format:
```
20
Properties=species:S:1:pos:R:3:forces:R:3:mulliken_charge:R:1
C -0.86892 -0.53488 -2.09197 0.698 -1.379 1.372 -0.07
C 1.13464 0.46165 -1.66551 1.730 -0.175 0.458 0.14
C 0.33133 -1.38300 -0.05620 -1.853 0.462 2.653 0.65
C 0.42541 -0.94516 -1.46322 -1.416 2.205 -0.310 -0.18
C -0.65301 1.85751 2.20892 2.350 -1.222 -4.453 -0.94
N -1.89296 -0.23910 -2.49327 -0.753 0.310 -0.647 -0.33
N 0.76011 1.39654 -0.78623 -3.335 -1.359 2.535 -0.50
N -0.41194 -0.66200 0.84467 0.478 0.991 -0.798 -0.36
N 0.83126 -2.50773 0.44120 -0.904 1.616 -0.248 -0.31
O -2.46912 0.84336 0.13839 -0.338 0.593 0.039 -0.50
P -1.11930 0.92784 0.64489 2.562 -0.055 -1.819 0.67
S 2.35405 0.63020 -2.72799 -0.393 -0.187 -0.230 -0.21
H 0.75048 -1.75355 -2.04029 1.357 -0.877 -1.033 0.65
H 0.50846 1.72672 2.07796 -2.209 0.585 1.283 0.37
H -1.04331 2.81400 1.91806 0.135 0.854 0.496 0.35
H -1.26991 1.34381 2.88080 -0.324 -0.527 1.813 0.45
H 0.72691 2.35547 -1.05832 0.436 0.582 -0.478 0.29
H -0.21193 -0.67311 1.83749 0.460 -1.192 0.067 0.31
H 1.64226 -2.89805 0.02632 0.544 -0.950 -0.336 0.27
H 0.47549 -2.76055 1.36428 0.774 -0.275 -0.364 0.26
```
Forces are in eV/Å.

## Properties
M   203.19 u
2S+1   1
DFT total energy   -1228.804397 hartree
Net charge   +1
Relative energy (zero: lowest compared OMol25 entry of this formula, charge and spin)   199.89 kJ/mol


6.
The following is a quantum chemistry calculation of a gas-phase ion, C5H8NO (charge +1) in a non-equilibrium geometry, from OMol25.

The geometry in XYZ format:
```
15
Properties=species:S:1:pos:R:3:forces:R:3:mulliken_charge:R:1
C 0.02904 -1.17375 -2.44516 1.317 2.993 2.458 -0.14
C 0.21870 -0.44258 -1.34672 -0.047 -0.956 1.162 -0.10
C 0.64266 0.29268 -2.59728 0.477 -4.111 2.619 -0.77
C 0.43776 -0.20875 0.39760 -1.680 0.308 -5.115 -0.20
C -0.69367 -0.29624 1.38405 3.358 0.582 -0.889 -0.07
N -0.52974 0.76450 2.43863 0.355 -1.839 1.317 -0.28
O 0.36474 -1.19744 1.35744 0.488 -0.425 0.546 -0.39
H -0.20532 -2.04141 -3.01715 -0.051 -0.389 0.045 0.40
H 1.65755 0.46870 -2.75393 1.904 -0.423 -0.352 0.27
H 0.11835 0.96847 -3.08976 -3.037 3.092 -1.597 0.30
H 1.21686 0.59211 0.39530 -0.567 -0.702 0.716 0.39
H -1.66109 -0.70988 1.30586 -1.075 -0.001 -0.260 0.51
H -1.27815 1.36293 2.20827 -1.119 1.661 0.166 0.33
H 0.38064 1.27047 2.36237 -0.796 -0.592 0.247 0.38
H -0.69834 0.35020 3.40048 0.473 0.803 -1.064 0.37
```
Forces are in eV/Å.

## Properties
M   98.12 u
Structure (SMILES)   [NH3+][C@@H]1O[C@H]1C1=CC1
2S+1   1
DFT total energy   -324.846325 hartree
Net charge   +1
Relative energy (zero: lowest compared OMol25 entry of this formula, charge and spin)   505.77 kJ/mol


7.
The following is a quantum chemistry calculation of a gas-phase ion, C5H8NO (charge +1) in a non-equilibrium geometry, from OMol25.

The geometry in XYZ format:
```
15
Properties=species:S:1:pos:R:3:forces:R:3:mulliken_charge:R:1
C 1.04259 1.20365 0.79405 -1.784 -0.402 2.938 -0.18
C 1.40596 -0.02319 0.06146 -3.048 0.329 2.521 -0.16
C -0.25234 -0.30934 -1.37374 0.722 -1.674 -4.875 0.34
C -0.02676 -0.52241 -0.03499 1.970 -1.077 2.982 0.66
C -0.90970 -0.78556 1.09318 -1.933 -0.531 2.658 -1.46
N 0.42408 0.84737 -0.49986 -0.078 2.265 -0.117 -0.26
O -1.45696 -0.22684 -1.85764 -0.529 0.012 0.792 -0.42
H 0.36174 1.20051 1.75190 1.566 -0.099 -2.164 0.10
H 1.67263 2.03119 0.74006 0.988 1.309 -0.251 0.27
H 2.30775 -0.23540 -0.34440 2.478 -1.024 -1.534 0.35
H 0.68171 -0.58728 -1.97549 -1.955 0.458 -0.188 0.38
H -1.93382 -1.08593 0.83496 0.362 0.092 -0.552 0.36
H -1.09418 0.09601 1.75344 0.268 -0.488 -0.682 0.31
H -0.60229 -1.57919 1.84243 0.310 0.773 -1.310 0.35
H -1.62041 -0.02359 -2.78536 0.662 0.057 -0.218 0.39
```
Forces are in eV/Å.

## Properties
M   98.12 u
Structure (SMILES)   C[C@@]12[C@@H](O)[N@+]13C[C@@H]23
2S+1   1
DFT total energy   -324.870741 hartree
Net charge   +1
Relative energy (zero: lowest compared OMol25 entry of this formula, charge and spin)   441.66 kJ/mol


8.
The following is a quantum chemistry calculation of 2 unconnected molecules or ions with the total composition C5H8NO in a non-equilibrium geometry, from OMol25.

The geometry in XYZ format:
```
15
Properties=species:S:1:pos:R:3:forces:R:3:mulliken_charge:R:1
C 0.79915 1.81397 0.23748 1.268 -2.923 -0.622 -0.44
C 1.89272 1.07490 -0.14368 0.979 2.313 0.796 -0.01
C -0.31970 1.03532 -0.02523 -2.143 -1.333 0.358 -0.19
C 1.53237 -0.27798 -0.32292 0.240 -4.598 -0.510 -0.70
C -0.59046 -1.40457 0.45643 1.966 1.254 -1.396 -0.23
N 0.07334 -0.31667 0.02551 1.505 -0.326 0.318 0.23
O -2.93773 -0.02381 -0.48189 -4.793 -1.475 0.692 -0.60
H 0.83473 2.70711 0.71495 -0.235 2.960 0.501 0.51
H 2.90846 1.49266 -0.27531 -0.722 -0.462 -0.016 0.39
H 1.60961 -0.72191 -1.33515 -0.432 0.847 -0.185 0.34
H 2.12352 -1.12588 0.12681 -0.237 1.229 0.601 0.35
H -3.97891 -0.34637 -0.19338 4.586 1.378 -1.161 0.37
H -1.61779 -1.38581 0.05660 0.385 -0.998 1.108 0.44
H 0.04818 -2.24346 0.90806 -1.296 1.131 -1.077 0.29
H -2.37750 -0.27749 0.25173 -1.070 1.002 0.591 0.25
```
Forces are in eV/Å.

## Properties
M   98.12 u
2S+1   1
DFT total energy   -324.810333 hartree
Net charge   +1
Relative energy (zero: lowest compared OMol25 entry of this formula, charge and spin)   600.26 kJ/mol


9.
The following is a quantum chemistry calculation of a gas-phase ion, C5H8NO (charge +1) in a non-equilibrium geometry, from OMol25.

The geometry in XYZ format:
```
15
Properties=species:S:1:pos:R:3:forces:R:3:mulliken_charge:R:1
C 3.05538 -0.71141 0.06373 3.324 0.288 -0.176 -0.61
C 2.08022 0.13141 -0.17171 -1.638 0.627 1.052 -0.22
C 0.71513 -0.28881 0.15909 2.249 0.090 -0.480 0.18
C -0.32985 0.52475 0.10740 -1.762 -3.224 0.511 -0.42
C -2.70473 0.43269 -0.21345 -4.687 2.466 -2.058 -0.80
N -1.62888 -0.31153 0.23863 4.655 4.255 -0.794 0.66
O -1.59442 -1.39372 0.65793 -1.126 -1.591 0.416 -0.38
H 4.13437 -0.27865 0.00312 -1.954 -1.326 0.072 0.23
H 2.88279 -1.75166 0.30224 0.206 -0.037 0.100 0.27
H 2.33214 1.16748 -0.34358 -0.360 0.147 -0.298 0.27
H 0.63315 -1.32911 0.47054 -0.253 0.165 -0.238 0.31
H -0.27754 1.54175 -0.18429 -0.869 0.708 -0.240 0.38
H -2.99020 1.22065 0.49249 0.439 -0.326 0.661 0.40
H -3.64850 -0.05685 -0.44561 0.290 -1.024 0.602 0.36
H -2.65906 1.10301 -1.13654 1.485 -1.218 0.870 0.35
```
Forces are in eV/Å.

## Properties
M   98.12 u
Structure (SMILES)   C=C/C=C/[N+](C)=O
2S+1   1
DFT total energy   -324.880679 hartree
Net charge   +1
Relative energy (zero: lowest compared OMol25 entry of this formula, charge and spin)   415.57 kJ/mol


10.
The following is a quantum chemistry calculation of a molecular structure, C5H8NO in a non-equilibrium geometry, from OMol25.

The geometry in XYZ format:
```
15
Properties=species:S:1:pos:R:3:forces:R:3:mulliken_charge:R:1
C -0.00777 -1.08758 0.39411 2.117 13.382 -6.477 0.60
C -0.26203 -2.19499 0.96126 -4.038 -11.050 6.024 -1.09
C 0.85361 0.98813 0.46234 2.736 -0.838 5.976 0.04
C -0.32590 0.26304 0.03250 -1.900 0.285 0.602 0.49
C -1.42960 0.68495 -0.88775 1.355 -0.326 -0.856 -1.18
N 1.05260 -0.34086 -0.23960 1.334 -2.862 0.926 -0.18
O 1.32214 1.97438 -0.20802 0.717 2.808 -1.678 -0.42
H 0.38182 -3.01817 0.71102 -0.211 -0.582 0.382 0.35
H -1.36526 -2.34960 1.26091 2.069 -0.210 -0.514 0.31
H 1.38376 0.97409 1.79576 -2.097 -0.359 -4.182 0.32
H -1.16638 1.16924 -1.86106 0.178 -0.546 0.915 0.35
H -2.07212 1.33392 -0.37190 -0.938 0.969 0.798 0.36
H -1.89866 -0.25700 -1.01672 -1.118 -0.547 -0.850 0.38
H 1.38233 -0.50084 -1.16810 0.417 0.214 -0.969 0.28
H 2.15144 2.36129 0.13524 -0.620 -0.338 -0.098 0.40
```
Forces are in eV/Å.

## Properties
M   98.12 u
2S+1   3
DFT total energy   -324.701678 hartree
Net charge   +1
Relative energy (zero: lowest compared OMol25 entry of this formula, charge and spin)   479.62 kJ/mol


> Among the records above, which one has the lowest DFT total energy?

C5H8N4OPS